The following is a quantum chemistry calculation of 2 unconnected molecules or ions with the total composition C8H18ClNSi, from the Open Molecules 2025 dataset.

Results
* strongest force on any atom: 4.5 eV Å⁻¹
* molecular weight: 191.8 g/mol
* energy above the lowest of the compared OMol25 structures with the same formula, charge and spin: 366.77 kJ/mol
* LUMO energy (spin up / spin down): -0.1 / -0.3 eV

Each atom is followed by the atoms it is bonded to, with distances in Å.
CARTESIAN COORDINATES (ANGSTROEM)
1 C -1.935 2.559 0.818  C2 1.384, H12 1.151, H13 1.101
2 C -1.563 1.244 0.596  C1 1.384, Si10 1.834, H14 1.048
3 C -1.744 -0.612 -3.011  C7 1.595, H15 1.129, H16 1.195, H17 1.091
4 C 2.631 -0.287 0.649  C8 1.588, H18 1.088, H19 1.076, H20 1.081
5 C 1.305 0.878 2.460  C8 1.555, H21 1.093, H22 1.103, H23 1.097
6 C 0.450 -1.329 1.475  C8 1.569, H24 1.141, H25 1.050, H26 1.153
7 C -1.003 -1.758 -2.185  C3 1.595, N9 1.375, H27 1.086, H28 1.122
8 C 1.163 0.034 1.162  C4 1.588, C5 1.555, C6 1.569, Si10 1.866
9 N 0.344 -1.610 -1.950  C7 1.375, H29 1.060
10 Si 0.176 1.137 0.024  C2 1.834, C8 1.866, Cl11 1.994
11 Cl 1.105 2.764 -0.658  Si10 1.994
12 H -3.062 2.790 0.782  C1 1.151
13 H -1.286 3.397 0.519  C1 1.101
14 H -2.107 0.354 0.696  C2 1.048
15 H -2.712 -1.139 -3.257  C3 1.129
16 H -2.149 0.157 -2.190  C3 1.195
17 H -1.356 -0.037 -3.853  C3 1.091
18 H 2.719 0.038 -0.386  C4 1.088
19 H 3.425 0.139 1.237  C4 1.076
20 H 2.704 -1.361 0.554  C4 1.081
21 H 1.815 1.826 2.267  C5 1.093
22 H 1.910 0.247 3.133  C5 1.103
23 H 0.355 1.254 2.857  C5 1.097
24 H -0.602 -1.249 1.910  C6 1.141
25 H 0.543 -2.156 0.834  C6 1.050
26 H 1.079 -1.573 2.410  C6 1.153
27 H -1.760 -1.884 -1.417  C7 1.086
28 H -1.165 -2.746 -2.691  C7 1.122
29 H 0.720 -1.076 -2.785  N9 1.060